Density functional theory data (the ωB97M-V functional and the def2-TZVPD basis) for a single C23H32FN3O2 molecule.

Geometry (Å):
1 C -0.14306 3.88847 -4.62129
2 C -0.80253 3.67533 -3.26659
3 H -0.65694 4.54035 -2.61601
4 H -1.87208 3.47841 -3.39394
5 O -0.21019 2.57971 -2.56810
6 C -0.66335 1.35595 -2.85814
7 O -1.54547 1.14452 -3.64966
8 C 0.12253 0.27460 -2.12183
9 C -0.69459 -1.01840 -2.08335
10 C -1.92059 -0.86426 -1.18682
11 N -1.51997 -0.48656 0.15327
12 C -0.84653 0.79535 0.13239
13 C 0.43696 0.69381 -0.68468
14 H 0.95716 1.65167 -0.67199
15 H 1.07506 -0.06420 -0.22874
16 H -0.60364 1.07003 1.16158
17 H -1.49760 1.58656 -0.28950
18 C -2.63845 -0.50184 1.08424
19 C -2.16737 -0.32448 2.48822
20 C -2.48157 0.66641 3.40112
21 N -1.78747 0.38160 4.53097
22 N -1.04437 -0.71761 4.39197
23 C -1.25701 -1.16329 3.16756
24 C -0.59768 -2.38396 2.63658
25 H 0.20506 -2.68703 3.30233
26 H -0.20650 -2.18295 1.64187
27 H -1.31891 -3.19767 2.55990
28 C -1.79680 1.13929 5.75724
29 C -0.97688 0.44372 6.83161
30 H -1.38208 -0.54425 7.02853
31 H -0.99485 1.02971 7.74659
32 H 0.04930 0.32593 6.49763
33 H -1.38936 2.13996 5.56260
34 H -2.83505 1.25709 6.09063
35 C -3.37503 1.84936 3.30370
36 H -3.79569 1.91513 2.30416
37 H -2.82444 2.76758 3.51085
38 H -4.19441 1.77810 4.02005
39 H -3.38564 0.27409 0.83288
40 H -3.12585 -1.47822 0.98927
41 H -2.44692 -1.82110 -1.13238
42 H -2.60937 -0.12227 -1.62990
43 H -1.02234 -1.27970 -3.09041
44 H -0.06951 -1.81992 -1.68885
45 C 1.41315 0.11220 -2.97055
46 C 2.34360 -0.94262 -2.44990
47 C 3.32497 -0.61612 -1.52205
48 C 4.16406 -1.60502 -1.04557
49 C 4.06525 -2.91949 -1.46121
50 C 3.09278 -3.23734 -2.39324
51 C 2.24404 -2.26035 -2.88354
52 H 1.49781 -2.52185 -3.61856
53 H 2.99978 -4.25495 -2.74098
54 H 4.73890 -3.66279 -1.06623
55 F 5.11621 -1.27081 -0.14744
56 H 3.44830 0.39727 -1.17326
57 H 1.92686 1.07580 -2.98602
58 H 1.11518 -0.13842 -3.99153
59 H -0.30819 3.01987 -5.25406
60 H 0.92696 4.04024 -4.50008
61 H -0.57323 4.76163 -5.10322

Structure (SMILES) ... CCOC(=O)C1(Cc2cccc(F)c2)CCN(Cc2c(C)nn(CC)c2C)CC1
E_tot ... -1310.26382 a.u.

Atom charges from the Mulliken analysis, given in e for atoms 1 to 2:
1 C -1.14
2 C -0.32

---

Density functional theory data (the ωB97M-V functional and the def2-TZVPD basis) for a single C23H32N2O4 molecule.

Geometry (Å):
1 O -2.95416 -0.20144 -1.71586
2 C -3.21802 -0.22531 -0.53037
3 N -2.32113 0.12699 0.41698
4 H -2.52738 0.03527 1.40109
5 C -0.96090 0.50396 0.10864
6 C -0.05059 -0.29503 1.04424
7 O -0.33256 -0.32280 2.23308
8 N 1.02039 -0.94420 0.55125
9 C 1.45088 -1.07610 -0.82040
10 H 0.75520 -0.59408 -1.50291
11 C 2.84667 -0.48284 -1.00904
12 H 2.84034 0.58813 -0.81329
13 H 3.17801 -0.65292 -2.03390
14 C 3.84520 -1.13597 -0.04086
15 C 3.31049 -1.02289 1.39293
16 C 1.91066 -1.62324 1.47375
17 H 1.49908 -1.51410 2.47794
18 H 1.95704 -2.68452 1.20782
19 H 3.98285 -1.55007 2.07002
20 H 3.29394 0.03274 1.66217
21 O 5.11088 -0.50343 -0.10975
22 C 5.99015 -1.35498 -0.80963
23 H 5.96581 -1.13429 -1.88537
24 C 5.41549 -2.74269 -0.51974
25 H 5.80630 -3.14052 0.42660
26 O 4.03195 -2.49482 -0.41382
27 H 5.57746 -3.46467 -1.32005
28 H 6.99680 -1.20293 -0.42198
29 H 1.49302 -2.14561 -1.06010
30 H -0.81620 0.29950 -0.95220
31 C -0.74770 2.00718 0.39326
32 C 0.66330 2.42548 0.10299
33 C 1.61921 2.43036 1.11165
34 C 2.92386 2.80712 0.84358
35 C 3.28925 3.18211 -0.43871
36 C 2.34420 3.17437 -1.45144
37 C 1.04035 2.79585 -1.18196
38 H 0.30426 2.79472 -1.97311
39 H 2.62335 3.46597 -2.45334
40 H 4.30666 3.47684 -0.64690
41 H 3.65834 2.81228 1.63560
42 H 1.33435 2.14025 2.11281
43 H -1.44881 2.57066 -0.22534
44 H -0.98142 2.18411 1.44518
45 C -4.58735 -0.58619 0.02617
46 C -5.31969 -1.53585 -0.92079
47 C -6.72579 -1.83202 -0.41122
48 C -7.51957 -0.54036 -0.24228
49 C -6.79577 0.40519 0.71097
50 C -5.39218 0.70905 0.19652
51 H -5.45826 1.20994 -0.77179
52 H -4.87573 1.37920 0.88816
53 H -7.35824 1.33554 0.81409
54 H -6.72836 -0.05678 1.69904
55 H -7.63249 -0.05594 -1.21457
56 H -8.51797 -0.76264 0.14044
57 H -7.23802 -2.49532 -1.11085
58 H -6.66284 -2.34639 0.55124
59 H -5.36676 -1.07332 -1.90795
60 H -4.75109 -2.46318 -1.01753
61 H -4.46647 -1.06384 1.00449

Structure (SMILES) ... O=C(N[C@@H](Cc1ccccc1)C(=O)N1CCC2(CC1)OCCO2)C1CCCCC1
E_tot ... -1306.16065 a.u.

Atom charges from the Mulliken analysis, given in e for atoms 1 to 2:
1 O -0.70
2 C 0.16

---

Density functional theory data (the ωB97M-V functional and the def2-TZVPD basis) for a single C23H32N2O4S molecule.

Geometry (Å):
1 O -4.59744 -1.87957 2.29235
2 C -3.76143 -2.01634 1.42699
3 N -3.46641 -1.09475 0.49681
4 H -2.77755 -1.31697 -0.20635
5 C -4.11182 0.19892 0.41485
6 C -4.91332 0.32212 -0.88236
7 C -5.59575 1.68502 -0.95346
8 C -4.56471 2.80552 -0.85901
9 C -3.75963 2.68050 0.43090
10 C -3.07452 1.31897 0.50512
11 H -2.51894 1.22620 1.44021
12 H -2.36588 1.21976 -0.32225
13 H -3.01072 3.47322 0.48207
14 H -4.42738 2.79371 1.28716
15 H -5.06622 3.77436 -0.89038
16 H -3.88902 2.75101 -1.71596
17 H -6.15424 1.76889 -1.88766
18 H -6.30561 1.77478 -0.12888
19 H -5.65773 -0.47486 -0.92692
20 H -4.23828 0.20547 -1.73478
21 H -4.78989 0.24989 1.27292
22 C -2.94396 -3.31051 1.32096
23 H -2.44107 -3.47746 2.27991
24 H -3.62865 -4.13975 1.12496
25 O -1.98966 -3.28511 0.26991
26 C -0.69812 -3.11889 0.61189
27 O -0.32184 -3.02309 1.75970
28 C 0.20197 -3.05439 -0.54285
29 C -0.28603 -3.11581 -1.84813
30 C 0.57404 -3.03781 -2.92173
31 C 1.93687 -2.89917 -2.69215
32 C 2.43906 -2.84182 -1.40774
33 C 1.58353 -2.91760 -0.30997
34 S 2.13979 -2.86245 1.35060
35 C 3.95631 -2.68452 1.17369
36 C 4.38737 -1.36827 0.53948
37 O 5.28673 -1.31289 -0.27406
38 N 3.69493 -0.30548 0.97929
39 H 2.93198 -0.46187 1.62317
40 C 3.85674 1.03188 0.45141
41 C 4.13841 2.02571 1.57819
42 C 4.30987 3.43205 1.01153
43 C 3.06567 3.85156 0.23469
44 C 2.77961 2.85892 -0.88807
45 C 2.60653 1.45112 -0.32609
46 H 2.42544 0.73914 -1.13478
47 H 1.74365 1.42672 0.34534
48 H 1.87747 3.15434 -1.42751
49 H 3.61057 2.86340 -1.59640
50 H 3.20728 4.85075 -0.18112
51 H 2.20988 3.88943 0.91271
52 H 4.49748 4.13604 1.82434
53 H 5.17558 3.44922 0.34628
54 H 5.03924 1.72286 2.11482
55 H 3.30314 2.01389 2.28325
56 H 4.71504 0.98649 -0.22715
57 H 4.37659 -3.52786 0.62800
58 H 4.31725 -2.72145 2.20290
59 H 3.50122 -2.73147 -1.27614
60 H 2.62103 -2.83556 -3.52482
61 H 0.19358 -3.08508 -3.93020
62 H -1.34805 -3.23110 -1.99951

Structure (SMILES) ... O=C(COC(=O)c1ccccc1SCC(=O)NC1CCCCC1)NC1CCCCC1
E_tot ... -1704.37352 a.u.

Atom charges from the Mulliken analysis, given in e for atoms 1 to 2:
1 O -0.68
2 C 0.67

---

Density functional theory data (the ωB97M-V functional and the def2-TZVPD basis) for a single C23H32N2O5 molecule.

Geometry (Å):
1 C -0.14318 -3.80859 0.67801
2 C 0.30181 -3.43314 -0.72734
3 H 0.92872 -4.21069 -1.17019
4 H -0.56075 -3.24294 -1.37278
5 O 1.12199 -2.25580 -0.67562
6 C 0.58573 -1.09582 -0.96360
7 O -0.53672 -0.92435 -1.40830
8 C 1.53557 0.07463 -0.75414
9 N 0.80482 1.32577 -0.73500
10 H 0.19727 1.34148 -1.55088
11 C 0.00757 1.60148 0.45765
12 H -0.61239 2.46155 0.19759
13 C -0.86211 0.41970 0.90611
14 O -0.35528 -0.56142 1.43521
15 N -2.19525 0.46897 0.69348
16 C -2.96501 1.57832 0.15093
17 H -2.58155 2.52337 0.54568
18 C -3.00397 1.58057 -1.38943
19 C -4.48982 1.62741 -1.75254
20 C -5.16664 0.86583 -0.61625
21 H -6.23359 1.07099 -0.55111
22 H -5.03431 -0.20676 -0.75522
23 C -4.41373 1.33787 0.63053
24 H -4.85700 2.26625 0.99578
25 C -4.29173 0.30396 1.74738
26 C -3.06274 -0.50909 1.33451
27 H -2.52978 -0.93770 2.19294
28 C -3.50376 -1.71558 0.48206
29 O -4.44968 -2.37320 0.82849
30 O -2.82048 -2.01887 -0.60260
31 H -2.02260 -1.46921 -0.79015
32 H -5.16913 -0.33473 1.82767
33 H -4.11773 0.79359 2.70606
34 H -4.68859 1.18642 -2.72724
35 H -4.83890 2.66164 -1.76420
36 H -2.45407 2.42202 -1.81004
37 H -2.55305 0.66071 -1.76272
38 C 0.91361 1.99101 1.62772
39 H 1.45819 1.12535 1.99383
40 H 0.31370 2.38781 2.44351
41 H 1.61595 2.75196 1.30013
42 C 2.55945 0.08767 -1.89914
43 H 2.96367 -0.91867 -2.01841
44 H 2.04800 0.36973 -2.82215
45 C 3.69874 1.07338 -1.61911
46 C 4.57909 0.58218 -0.50488
47 C 4.53626 1.16340 0.75472
48 C 5.32447 0.67966 1.78477
49 C 6.17007 -0.39359 1.56651
50 C 6.22676 -0.97645 0.31152
51 C 5.43677 -0.49155 -0.71444
52 H 5.48902 -0.94787 -1.69315
53 H 6.88951 -1.81075 0.13266
54 H 6.78522 -0.77289 2.36911
55 H 5.27773 1.14209 2.76012
56 H 3.88309 2.00552 0.92856
57 H 4.29195 1.18619 -2.52946
58 H 3.26567 2.04031 -1.36274
59 H 2.05841 -0.06887 0.19349
60 H -0.55599 -2.93316 1.17372
61 H 0.70184 -4.16245 1.26224
62 H -0.90108 -4.58459 0.63011

Structure (SMILES) ... CCOC(=O)[C@@H](CCc1ccccc1)N[C@H](C)C(=O)N1[C@H](C(=O)O)C[C@@H]2CCC[C@@H]21
E_tot ... -1381.42097 a.u.

Atom charges from the Mulliken analysis, given in e for atoms 1 to 2:
1 C -0.90
2 C -0.30